332
Properties=species:S:1:pos:R:3:forces:R:3:mulliken_charge:R:1 method="wB97M-V/def2-TZVPD" mol_weight_g_mol=1795.65 spin_multiplicity=1 e_homo_ev=-8.309 e_lumo_ha=0.01175 fmax_ev_per_a=3.5 charge=0 orbital_gap_ev=8.628
C -3.3921 -1.3885 -1.5098 0.281 0.338 -0.361 0.768
C -4.7343 -1.3831 -2.2820 0.875 -0.629 0.884 0.655
C -4.5266 -1.2272 -3.7824 0.158 0.433 0.475 -1.198
O -5.3882 -2.6379 -2.0331 -0.069 -0.214 -0.618 -0.644
H -3.4908 -1.6562 -0.4578 -0.270 0.146 -0.058 -0.445
H -2.8439 -0.4478 -1.5599 -0.365 0.473 0.087 -0.217
H -2.6470 -2.0677 -1.9242 -0.376 -0.520 -0.248 0.021
H -5.3800 -0.6133 -1.8594 0.040 0.304 -0.266 0.034
H -3.7200 -1.8794 -4.1172 -0.388 -0.480 -0.148 0.103
H -4.1354 -0.2363 -4.0130 -0.146 0.306 0.172 0.058
H -5.4680 -1.3484 -4.3185 0.188 -0.274 -0.105 0.498
H -5.7972 -2.6340 -1.1646 0.099 0.130 0.081 0.384
C -1.9469 -5.4392 -4.4446 -0.203 0.295 -0.352 -0.953
C -1.1700 -5.5020 -5.7517 -1.412 -0.298 -1.270 0.975
C -2.0497 -6.2315 -6.8130 -0.213 -1.132 0.711 -1.573
O -0.9951 -4.1643 -6.2293 0.297 0.089 0.593 -0.417
H -1.3958 -4.9322 -3.6525 0.018 0.051 -0.052 -0.211
H -2.2759 -6.4146 -4.0862 0.344 -0.140 -0.165 0.476
H -2.8657 -4.8935 -4.6594 -0.023 0.249 0.186 0.407
H -0.2147 -6.0043 -5.5995 0.196 -0.032 -0.149 -0.164
H -2.2482 -7.2599 -6.5114 0.194 -0.237 0.367 0.401
H -1.6939 -6.3812 -7.8324 0.558 0.648 0.021 0.455
H -3.0601 -5.8265 -6.8687 0.160 0.567 0.032 0.369
H -0.7013 -4.2132 -7.1419 0.047 -0.018 -0.078 0.315
C -3.4243 7.2785 0.5060 -0.406 0.540 2.245 -0.234
C -3.7951 7.9021 1.9223 -0.515 0.184 -1.403 0.316
C -5.1472 7.4559 2.4103 -1.502 -0.365 0.239 -1.123
O -2.8285 7.6172 2.8779 0.478 0.345 0.511 -0.637
H -2.3971 7.5459 0.2582 -0.155 0.015 -0.167 0.256
H -4.1222 7.5507 -0.2859 0.127 -0.074 0.137 0.337
H -3.4911 6.2254 0.7795 0.095 -0.365 -0.760 -0.451
H -3.8672 8.9892 1.8878 0.202 0.218 -0.344 0.371
H -5.9765 7.7385 1.7618 0.110 0.496 -0.278 0.295
H -5.3699 7.8643 3.3961 0.204 0.252 0.043 0.433
H -5.3580 6.3917 2.5156 0.814 -0.432 -0.089 -0.004
H -2.4105 6.7836 2.6498 0.559 -0.790 -0.049 0.059
C -3.7060 3.0867 3.3980 -0.906 0.669 0.301 -0.985
C -2.9379 2.0785 2.5518 -0.075 1.402 -0.315 0.651
C -3.6021 0.7173 2.6156 1.478 -0.322 0.031 -1.182
O -2.8189 2.5485 1.1986 0.523 -0.412 0.701 1.998
H -4.7728 3.1067 3.1752 -0.301 -0.622 -0.196 0.358
H -3.4997 4.1469 3.2511 0.844 -0.034 -0.150 -0.127
H -3.6523 2.9015 4.4708 0.248 -0.218 0.069 -0.002
H -1.8938 2.1187 2.8623 0.051 -0.707 0.516 0.134
H -4.5423 0.6870 2.0649 -0.095 0.121 0.194 0.419
H -3.6840 0.3646 3.6437 -0.486 0.067 0.034 0.167
H -2.8909 0.0325 2.1537 -0.168 -0.331 -0.330 -0.235
H -3.7289 2.6213 0.9015 -0.766 0.373 -0.706 -0.725
C -3.9069 8.4370 -6.6189 0.137 -0.312 1.072 -1.586
C -4.2147 7.7976 -5.2309 1.272 1.325 -0.180 1.060
C -3.0631 8.0250 -4.1762 0.143 -0.986 -1.065 -0.489
O -3.3474 7.5322 -2.8870 -0.621 -0.363 1.412 -0.360
C -3.4665 6.1105 -2.7673 0.194 0.122 -0.506 1.209
N -5.4089 8.4139 -4.6446 -0.114 -0.946 0.109 -0.747
H -3.4839 9.4327 -6.4854 -0.187 0.212 -0.009 0.392
H -4.8503 8.4913 -7.1622 0.124 0.065 -0.148 0.440
H -3.1723 7.8725 -7.1932 -0.125 -0.198 0.020 0.310
H -4.3203 6.7292 -5.4192 -0.442 -0.137 0.299 -0.219
H -2.9167 9.0988 -4.0597 0.056 0.022 -0.015 0.382
H -2.1299 7.5376 -4.4585 0.265 0.139 -0.588 0.170
H -2.5831 5.6037 -3.1557 -0.010 0.048 -0.920 -0.229
H -4.4071 5.8073 -3.2270 0.199 -0.376 -0.194 -0.173
H -3.4574 5.6915 -1.7611 -0.370 1.074 0.534 -0.773
H -5.1951 8.3472 -3.6597 -0.672 0.112 0.546 0.227
H -5.4765 9.4031 -4.8371 0.221 0.119 -0.334 0.303
C -2.1735 3.2419 -6.7968 0.269 1.164 0.597 -1.423
C -1.6071 4.6566 -6.4683 2.043 -0.832 0.446 1.563
C -0.2760 4.5533 -5.6455 -1.308 0.207 1.161 0.063
O 0.0164 5.8200 -4.9951 -0.553 -1.338 -0.662 -0.339
C 1.1797 5.7333 -4.1661 -0.904 0.516 -0.882 -0.745
N -1.2077 5.3442 -7.6459 -1.402 1.221 -1.693 -0.727
H -1.3339 2.6212 -7.1097 -0.123 -0.230 -0.086 0.360
H -2.9363 3.2794 -7.5745 0.168 0.134 -0.086 0.446
H -2.6380 2.8175 -5.9068 0.147 -0.165 0.058 0.118
H -2.2842 5.2921 -5.8976 -0.274 -0.149 -0.004 -0.665
H 0.5508 4.2775 -6.3001 0.046 -0.128 -0.131 0.402
H -0.4418 3.7665 -4.9096 0.458 -0.095 0.592 -0.481
H 1.1315 4.8286 -3.5600 0.227 0.131 0.315 0.289
H 1.1315 6.6760 -3.6210 0.373 -0.288 0.451 0.318
H 2.0623 5.7345 -4.8057 0.295 -0.182 0.113 0.333
H -0.5838 4.8315 -8.2525 0.124 0.080 0.230 0.270
H -0.8598 6.2608 -7.4033 0.332 -0.084 -0.273 0.302
C 4.8231 5.3988 -2.5723 -0.553 0.617 0.111 -1.374
C 4.9224 3.9841 -2.0770 0.829 -1.475 -0.871 1.668
C 4.4703 2.9604 -3.1530 1.017 -0.295 1.011 -0.948
O 3.0956 2.8599 -3.2772 -0.257 1.201 -0.911 0.479
C 2.7434 2.0368 -4.3530 -2.653 -1.297 0.560 -0.996
N 6.2870 3.6240 -1.6339 -0.563 0.713 -0.178 -0.644
H 5.5748 5.7339 -3.2870 0.367 -0.487 0.064 0.389
H 4.8597 6.0876 -1.7283 0.009 0.114 -0.088 0.317
H 3.8749 5.5268 -3.0945 -0.239 0.116 0.140 0.097
H 4.2793 3.7956 -1.2174 -0.195 0.325 0.109 -0.727
H 4.8001 1.9636 -2.8604 0.563 -0.222 0.302 0.108
H 4.9705 3.1584 -4.1010 -0.010 0.359 -0.363 0.443
H 3.3827 1.8433 -5.2144 0.505 0.650 0.301 0.529
H 1.7367 2.3175 -4.6628 0.115 0.823 -0.647 -0.218
H 2.4064 1.0838 -3.9452 0.831 -0.778 0.136 0.447
H 6.2006 2.7335 -1.1652 0.231 0.011 0.279 0.588
H 6.8803 3.4329 -2.4287 0.115 0.265 -0.384 0.354
C 1.3000 -6.1294 -2.3637 -0.635 -0.824 -0.419 -0.162
C 2.7711 -6.1146 -2.6508 0.624 1.354 0.042 0.547
C 3.1104 -6.1663 -4.1465 -0.417 -1.196 0.957 -0.891
O 4.5311 -6.1444 -4.4183 -1.320 -0.141 0.116 -0.203
C 5.2053 -7.3191 -4.0017 1.052 0.173 -0.359 -0.835
N 3.3908 -4.8797 -2.1057 0.164 -1.296 0.109 0.329
H 0.7753 -5.2571 -2.7534 0.077 0.313 0.340 -0.411
H 1.0963 -6.3396 -1.3137 -0.029 0.617 0.108 -0.382
H 0.8236 -6.9738 -2.8620 -0.017 -0.243 -0.291 0.534
H 3.1985 -6.9853 -2.1536 0.256 -0.020 0.078 0.280
H 2.5618 -5.3523 -4.6203 0.636 0.262 -0.369 -0.156
H 2.6300 -7.0985 -4.4438 0.328 -0.348 -0.850 0.647
H 6.2382 -7.2478 -4.3426 0.106 0.480 -0.115 0.295
H 4.8931 -8.2380 -4.4978 -0.789 -0.039 0.232 0.385
H 5.3051 -7.4172 -2.9207 -0.525 -0.154 0.128 0.269
H 4.2922 -4.9480 -2.5563 0.659 0.286 0.423 0.136
H 3.0050 -4.0874 -2.5992 -0.464 0.600 -0.047 -0.488
C 3.7518 3.4734 3.0594 1.318 -0.823 0.218 -0.497
O 4.0371 2.1271 3.4597 -0.786 -0.953 0.493 -0.151
C 3.2766 1.5892 4.6185 0.946 0.805 -1.632 -0.393
C 3.7587 0.1673 4.9487 -0.354 0.029 -1.192 -1.108
N 3.4648 -0.8186 3.8827 -1.187 -0.200 0.692 1.234
C 3.6867 -2.2409 4.2530 0.026 1.066 -1.460 -1.161
C 3.5797 -3.2216 3.0210 1.126 -0.291 0.236 0.027
O 4.2727 -2.7580 1.8695 -0.036 0.460 -0.085 -0.394
C 4.1389 -3.5375 0.6573 -0.472 0.946 0.987 0.320
H 2.7138 3.6860 2.8035 -0.126 -0.003 0.552 -0.237
H 4.3398 3.6527 2.1592 -0.046 -0.261 -0.263 0.230
H 4.2580 4.1022 3.7918 -0.818 0.625 0.280 0.500
H 2.2225 1.6527 4.3483 -0.204 -0.372 0.079 0.122
H 3.4378 2.2787 5.4471 0.121 -0.107 0.332 0.454
H 3.2401 -0.1086 5.8668 -0.209 -0.265 -0.011 0.532
H 4.8169 0.1830 5.2093 0.378 0.170 -0.002 0.203
H 3.8508 -0.6186 2.9711 0.328 0.206 0.191 -0.544
H 2.9609 -2.5797 4.9922 -0.199 0.094 0.035 0.243
H 4.6598 -2.2164 4.7435 0.425 -0.991 -0.099 0.398
H 2.5841 -3.5393 2.7111 -0.512 0.528 0.356 -0.070
H 4.0673 -4.1541 3.3051 -0.017 -0.263 0.461 0.443
H 4.8752 -4.3387 0.5928 0.245 0.233 -0.081 0.587
H 4.2077 -2.7695 -0.1131 0.332 -0.468 -0.352 -0.335
H 3.1605 -4.0070 0.5549 -0.185 0.107 0.213 -0.360
C -2.3538 -4.6821 5.0957 0.000 -0.258 2.596 -0.053
O -2.1108 -4.5862 3.7835 -0.187 0.404 -3.298 -0.036
C -3.0304 -3.7422 3.1040 -0.273 -0.067 -1.358 -0.167
C -2.6685 -3.6644 1.5889 0.918 0.129 1.281 0.671
N -2.8220 -4.9666 0.9363 0.379 0.302 -0.124 -0.314
C -2.5963 -4.9716 -0.5202 -0.741 -0.697 1.200 0.450
C -2.3816 -6.4119 -0.9785 0.467 -0.596 -0.275 -0.692
O -1.3652 -7.0697 -0.1586 -0.377 0.428 0.134 -0.080
C -1.2228 -8.4683 -0.3135 0.369 -0.457 -0.483 -1.039
H -3.3221 -5.1096 5.3557 -0.151 -0.014 -0.095 0.033
H -2.2825 -3.7013 5.5658 -0.092 0.279 0.378 -0.071
H -1.5793 -5.3029 5.5462 0.075 -0.057 0.011 0.097
H -3.1160 -2.7684 3.5861 0.628 0.440 -0.055 -0.125
H -4.0664 -4.0800 3.1314 -0.121 -0.800 0.309 -0.141
H -1.6322 -3.3298 1.5418 0.513 0.034 -0.007 -0.067
H -3.1687 -2.8149 1.1238 -0.704 -0.460 -0.091 -0.608
H -2.0773 -5.5484 1.2927 -0.043 -0.242 0.508 0.244
H -1.7404 -4.3940 -0.8693 0.154 0.465 0.124 -0.320
H -3.5454 -4.5831 -0.8894 0.306 0.066 -0.918 0.505
H -2.0585 -6.3695 -2.0186 0.392 -0.108 0.001 -0.196
H -3.3054 -6.9878 -1.0335 -0.150 -0.148 0.660 0.589
H -2.1164 -9.0402 -0.0636 -0.400 0.196 -0.578 0.360
H -0.4683 -8.9831 0.2812 0.220 1.131 1.192 0.306
H -0.7449 -8.7212 -1.2600 -0.900 0.062 -0.892 0.350
C -6.7872 6.6606 -1.2726 -0.872 0.551 0.129 -0.984
O -6.3511 5.8159 -0.2624 -0.326 -1.989 0.609 0.080
C -7.2294 4.6446 -0.1408 1.056 0.742 0.383 -0.756
C -6.4929 3.5667 0.6570 0.662 -0.376 0.681 -0.524
N -5.2731 2.9601 0.0499 -1.648 1.197 -1.705 0.506
C -5.5424 1.8887 -0.9342 0.271 -0.354 0.463 -0.197
C -6.2123 2.2422 -2.3038 0.575 -1.127 1.146 -1.303
O -5.4155 3.1717 -2.9747 1.076 0.238 1.316 0.493
C -5.8756 3.5675 -4.2032 -1.249 1.120 -0.965 -0.888
H -6.8140 6.1430 -2.2315 0.721 0.345 -0.449 0.211
H -6.2337 7.5928 -1.1597 0.413 -0.241 -0.733 0.194
H -7.8237 6.9720 -1.1435 -0.462 -0.026 0.373 0.472
H -7.5137 4.3299 -1.1450 -0.207 -0.025 0.018 0.244
H -8.0792 4.9780 0.4549 -0.396 -0.177 -0.221 0.488
H -7.0929 2.7379 1.0327 -0.598 0.179 -0.246 0.509
H -6.1360 4.0745 1.5530 0.000 0.122 0.139 -0.071
H -5.0798 3.7263 -0.5792 1.454 0.588 -0.074 -0.519
H -6.0296 1.1104 -0.3469 -0.822 -0.147 -0.469 0.751
H -4.5763 1.4131 -1.1035 0.185 0.216 -0.452 -0.619
H -7.2447 2.5565 -2.1505 -0.133 0.310 -0.205 0.407
H -6.2179 1.3285 -2.8982 -0.275 -0.348 -0.029 0.545
H -5.3358 4.4419 -4.5667 0.547 -0.306 0.059 -0.031
H -6.8844 3.9682 -4.1039 -0.526 -0.130 -0.054 0.382
H -5.9072 2.7991 -4.9756 0.241 -0.332 0.042 0.294
C 6.7258 -3.8086 -5.4076 0.696 -0.126 2.259 -0.660
O 5.8301 -2.7504 -5.0313 -0.496 -0.585 -0.822 -0.320
C 5.6241 -2.6430 -3.6124 0.377 0.494 -0.464 -0.481
C 4.6036 -1.5520 -3.3066 -1.437 0.038 0.135 -0.550
N 3.1940 -1.9694 -3.4310 0.488 -1.156 -1.830 1.732
C 2.7126 -2.0644 -4.8456 -0.674 0.361 1.662 -1.417
C 1.1864 -2.1611 -4.8424 0.829 0.787 -0.664 -0.118
O 0.6315 -0.8881 -4.5014 0.072 0.327 0.345 -0.325
C -0.7832 -0.8931 -4.5162 -0.251 -0.868 -0.541 -0.105
H 6.9890 -4.0223 -6.4435 -0.890 0.894 -0.234 0.293
H 6.4485 -4.7526 -4.9384 -0.608 -0.146 -0.214 0.060
H 7.6648 -3.6033 -4.8935 0.547 0.224 -0.140 0.408
H 6.5858 -2.3794 -3.1721 0.216 0.132 0.236 0.647
H 5.3102 -3.5774 -3.1472 -0.024 -0.108 -0.317 -0.005
H 4.7426 -0.6578 -3.9142 0.562 0.081 -0.303 0.296
H 4.6181 -1.2076 -2.2726 0.807 -0.176 0.204 -0.021
H 2.5980 -1.3611 -2.8881 0.019 0.407 0.044 -0.551
H 3.1325 -2.9203 -5.3740 0.093 -0.153 0.253 0.420
H 2.9676 -1.1850 -5.4370 0.219 0.300 -0.078 0.515
H 0.8421 -2.9253 -4.1455 -0.208 -0.236 -0.086 -0.094
H 0.9218 -2.3610 -5.8807 -0.515 -0.456 0.075 0.551
H -1.2561 0.0693 -4.3210 0.686 0.259 -0.053 -0.264
H -1.1977 -1.5899 -3.7877 0.096 -0.230 0.345 -0.175
H -1.0887 -1.2847 -5.4865 -0.366 0.144 -0.213 0.680
C 0.2629 -0.8486 6.4090 0.053 1.097 -0.618 -0.319
O -1.0947 -0.7123 6.7878 -0.639 -0.212 0.002 -0.456
C -1.9273 0.2906 6.1430 0.771 -0.484 -0.186 1.080
C -3.3857 0.0388 6.5291 0.612 -1.094 0.315 -1.261
N -3.9644 -1.1146 5.8061 0.352 0.945 -0.255 0.489
C -5.2568 -1.5858 6.2910 0.038 -0.334 -0.869 -1.097
C -5.8381 -2.6786 5.3560 0.532 0.196 0.694 -0.224
O -5.3885 -3.9945 5.7777 -0.689 1.170 -0.590 -0.337
C -6.0739 -5.0243 5.0722 0.178 0.549 0.263 -0.870
H 0.7651 0.1183 6.3778 0.039 0.439 0.273 0.064
H 0.4184 -1.2107 5.3928 -0.336 -0.485 -0.154 -0.034
H 0.8324 -1.4611 7.1080 -0.539 -0.175 0.123 0.461
H -1.8043 0.2753 5.0600 -0.012 -0.439 -0.328 -0.284
H -1.5688 1.2868 6.4021 -0.231 0.032 0.474 -0.377
H -3.9701 0.9515 6.4126 -0.153 -0.077 -0.188 0.450
H -3.3450 -0.2378 7.5826 -0.126 0.430 0.488 0.619
H -3.2416 -1.8173 5.7424 -0.215 -0.365 0.238 -0.322
H -5.9118 -0.7146 6.2881 -0.204 0.037 -0.230 0.523
H -5.3035 -1.9488 7.3177 0.377 -0.249 0.285 0.360
H -5.5410 -2.4566 4.3310 0.473 -0.183 -0.184 0.123
H -6.9218 -2.5721 5.3083 -0.336 -0.496 0.527 0.512
H -7.1067 -5.0776 5.4165 -0.128 -0.234 0.124 0.355
H -5.5350 -5.9534 5.2579 -0.178 0.010 -0.034 0.272
H -6.1054 -4.8123 4.0035 0.164 -0.092 -0.214 0.335
C 4.9601 0.7353 0.3091 0.253 0.228 0.242 0.818
O 6.1712 1.3785 -0.1333 -0.147 -1.000 0.710 -0.567
C 7.3488 0.8282 0.5416 -1.573 0.356 0.307 -0.998
C 7.1365 0.7906 2.0733 0.967 0.100 -0.366 0.246
N 8.3917 0.8524 2.8367 -0.221 0.306 -0.549 -0.489
C 8.0598 0.9233 4.2389 0.880 -0.477 0.393 -0.169
C 9.3435 0.6553 5.0299 0.527 0.412 0.794 -0.812
O 9.9781 -0.5525 4.6535 1.122 -0.351 0.034 -0.341
C 11.3539 -0.6565 5.1568 -1.374 0.004 -0.724 -0.762
H 5.1528 -0.3267 0.4609 -0.156 -0.164 0.140 0.500
H 4.1116 0.8322 -0.3682 0.452 0.199 -0.722 -0.868
H 4.5988 1.2071 1.2229 0.189 -0.230 0.365 -0.308
H 8.1875 1.4587 0.2465 -0.051 -0.141 0.076 0.413
H 7.4248 -0.1968 0.1786 0.516 -0.100 -0.133 0.262
H 6.6232 -0.1373 2.3255 -0.478 -0.053 0.101 0.243
H 6.5391 1.6379 2.4100 -0.181 0.009 -0.224 0.045
H 8.8658 -0.0387 2.8008 0.288 -0.173 -0.654 0.315
H 7.3083 0.1547 4.4194 -0.242 -0.199 0.691 0.076
H 7.6340 1.8885 4.5130 0.089 0.088 0.020 0.293
H 9.2059 0.6500 6.1112 -0.647 -0.200 0.296 0.449
H 10.0706 1.4609 4.9278 -0.057 0.422 -0.641 0.421
H 12.0129 0.0981 4.7275 -0.219 0.373 -0.040 0.331
H 11.7469 -1.6139 4.8149 -0.272 -0.073 0.250 0.249
H 11.3588 -0.5739 6.2437 0.044 -0.112 0.066 0.295
C 2.3499 5.7328 -0.1860 -0.973 0.696 0.235 -0.260
O 1.5193 6.4926 0.7124 0.341 -0.188 -0.126 -0.457
C 0.1199 6.5557 0.4176 0.132 0.228 0.371 -1.879
C -0.6732 5.3449 0.8657 0.310 -1.119 0.962 1.849
N -1.1855 5.2817 2.2728 1.167 0.557 0.318 1.461
C -0.0508 5.3473 3.2812 -0.451 0.226 -0.575 -0.186
C -0.4780 5.2080 4.7546 -0.050 -0.860 -1.511 -1.203
O -0.3606 3.8225 5.1426 1.413 1.078 0.781 0.194
C -0.4961 3.6891 6.5717 -0.901 -1.484 -0.885 -0.937
H 2.1117 6.1094 -1.1808 0.119 -0.561 -0.368 0.163
H 2.1912 4.6624 -0.0551 -0.193 -0.150 -0.328 0.048
H 3.4089 5.9231 -0.0116 -0.192 0.288 0.415 0.226
H -0.1574 6.6811 -0.6290 0.788 -0.028 -0.570 0.260
H -0.1876 7.5037 0.8589 -0.272 -0.188 0.423 0.423
H -0.0318 4.4680 0.7773 0.599 -0.108 -0.339 0.372
H -1.4467 5.1045 0.1364 -0.516 0.377 0.401 -0.738
H -1.5757 4.3539 2.3569 -0.326 -0.158 -0.051 -1.077
H 0.4859 6.2838 3.1298 -0.317 0.218 0.055 0.708
H 0.7223 4.6018 3.0947 -0.045 -0.422 -0.159 -0.317
H -1.5336 5.4754 4.8027 -0.031 0.511 0.482 0.330
H 0.1950 5.8303 5.3445 -0.291 0.042 0.300 0.580
H -0.0142 2.7750 6.9183 0.111 -0.298 -0.496 0.114
H -1.5700 3.5065 6.6127 -0.182 0.420 1.302 0.325
H -0.0898 4.4142 7.2768 -0.238 0.868 -0.698 0.334
C -2.0038 2.7808 -2.3563 -1.278 -0.703 0.445 0.147
O -0.8697 1.9860 -2.4811 1.381 -0.293 -0.245 0.496
C -0.4010 1.5533 -1.1948 0.281 0.475 0.192 1.253
C 1.0183 1.0314 -1.1627 0.076 -1.211 -0.415 -1.107
N 1.2438 -0.3306 -1.7580 0.812 1.896 0.982 0.859
C 0.5916 -1.4496 -1.0835 -0.955 0.577 -0.596 0.620
C 0.8522 -1.6704 0.3942 0.444 0.771 1.224 0.428
O -0.0226 -0.9710 1.2672 -2.498 1.162 -2.223 0.787
C 0.3132 -0.8596 2.5970 0.613 -0.939 0.195 0.026
H -1.8798 3.6722 -1.7414 0.319 0.165 0.032 -0.232
H -2.7559 2.1571 -1.8731 -0.402 0.189 0.377 -0.512
H -2.4736 3.0404 -3.3050 0.604 0.054 -0.323 -0.162
H -1.0805 0.8231 -0.7554 -0.295 0.101 0.101 -0.203
H -0.3197 2.4280 -0.5495 -0.609 0.216 0.276 -0.536
H 1.3316 0.9856 -0.1197 -0.186 -0.012 0.210 0.017
H 1.6675 1.7818 -1.6138 0.177 -0.248 -0.409 0.045
H 0.9070 -0.2515 -2.7069 -0.036 -0.455 -0.205 -0.748
H 0.8731 -2.3223 -1.6727 0.111 -0.339 0.308 0.167
H -0.4787 -1.3175 -1.2422 -0.531 -0.424 0.386 -1.020
H 1.8125 -1.2534 0.6972 0.863 -0.697 -0.445 -0.102
H 0.7288 -2.7182 0.6681 0.517 -0.384 -0.254 -0.474
H 1.1938 -0.2286 2.7168 0.118 -0.047 0.385 0.340
H 0.4999 -1.8794 2.9336 0.523 -0.154 0.690 0.197
H -0.5275 -0.5075 3.1948 -0.131 0.342 -0.347 -0.933
C 3.2408 -6.7423 0.9166 -0.483 -0.454 -0.504 -0.757
O 2.5282 -6.4887 2.1169 0.152 0.081 0.008 -0.385
C 1.1075 -6.4106 1.9162 0.726 -0.116 -0.683 0.437
C 0.3797 -6.5000 3.2168 -0.723 0.269 0.371 -0.416
N 0.5674 -7.7613 3.8792 0.475 -0.574 0.639 -0.437
C 0.2921 -7.6667 5.3385 0.903 -1.250 -0.821 -0.321
C 0.7425 -9.0177 5.9594 0.251 0.228 -0.834 -0.753
O 2.1347 -9.2267 5.6183 -0.785 0.144 -0.048 -0.279
C 2.7217 -10.3279 6.2629 0.227 -0.207 0.302 -0.824
H 3.0852 -7.7831 0.6328 0.108 -0.321 -0.056 0.428
H 4.3131 -6.5512 0.9569 -0.076 -0.022 0.819 0.432
H 2.9211 -6.1508 0.0587 -0.393 0.351 0.148 -0.183
H 0.7336 -7.2051 1.2705 0.288 -0.365 -0.131 0.093
H 0.9259 -5.4915 1.3591 -0.403 0.365 0.162 0.076
H -0.6939 -6.4447 3.0362 -0.011 0.722 -0.147 -0.018
H 0.7077 -5.7150 3.8981 -0.129 0.685 -0.090 0.374
H 1.5567 -7.9362 3.7748 0.284 -0.539 0.285 0.345
H -0.7738 -7.4911 5.4841 -0.026 -0.138 0.127 0.249
H 0.8555 -6.8366 5.7646 0.064 0.182 0.317 0.306
H 0.1504 -9.8029 5.4893 -0.055 -0.177 -0.187 0.350
H 0.5659 -9.1271 7.0294 0.212 0.443 0.254 0.482
H 2.1406 -11.2501 6.2545 -0.682 0.115 0.065 0.323
H 2.9548 -10.0488 7.2905 0.038 -0.220 0.250 0.297
H 3.6409 -10.6543 5.7764 0.149 0.652 -0.236 0.254